1.
This record from the OMol25 dataset describes a molecular structure, C31H42BiI2N6O2Se. The level of theory is the ωB97M-V functional and the def2-TZVPD basis.

CARTESIAN COORDINATES (ANGSTROEM)
Bi  0.18  0.13  0.19
C  1.45  1.53  3.74
C  0.52  2.10  2.71
C  -0.74  2.56  3.05
C  -1.49  3.33  2.15
C  -2.83  3.86  2.55
C  -0.93  3.69  0.91
C  0.32  3.24  0.53
C  1.03  3.81  -0.67
C  0.98  2.31  1.38
H  1.83  2.36  4.34
H  2.31  1.03  3.30
H  0.93  0.85  4.43
H  -1.13  2.38  4.04
H  -2.72  4.88  2.94
H  -3.29  3.26  3.33
H  -3.51  3.92  1.70
H  -1.46  4.39  0.28
H  1.58  4.70  -0.36
H  0.34  4.12  -1.45
H  1.77  3.12  -1.08
H  2.05  2.13  1.20
Se  7.36  -3.14  0.96
N  5.94  -3.08  2.02
C  5.06  -2.35  1.39
C  3.74  -2.05  1.93
C  3.32  -2.50  3.19
C  2.07  -2.16  3.65
C  1.24  -1.40  2.85
N  1.62  -0.97  1.64
C  2.87  -1.27  1.18
C  3.27  -0.73  -0.12
N  2.38  0.06  -0.77
C  2.71  0.60  -1.94
C  3.95  0.39  -2.52
C  4.86  -0.41  -1.87
C  4.52  -0.99  -0.65
C  5.45  -1.83  0.11
N  6.65  -2.13  -0.30
H  4.00  -3.10  3.78
H  1.72  -2.48  4.63
H  0.25  -1.12  3.18
H  1.97  1.22  -2.43
H  4.19  0.86  -3.47
H  5.85  -0.61  -2.29
I  -2.47  -0.60  1.87
C  -2.69  -1.55  3.77
I  -1.77  -0.63  5.43
H  -2.32  -2.56  3.66
H  -3.76  -1.52  3.92
C  -1.42  2.33  -2.80
N  -2.46  1.34  -3.02
C  -2.80  1.06  -4.41
C  -2.82  0.56  -1.98
O  -2.08  0.48  -0.95
N  -3.98  -0.12  -2.03
C  -4.22  -1.20  -1.08
C  -5.16  0.36  -2.75
H  -1.43  3.04  -3.63
H  -0.42  1.87  -2.76
H  -1.60  2.87  -1.87
H  -1.88  1.02  -5.00
H  -3.44  1.84  -4.83
H  -3.30  0.10  -4.50
H  -3.29  -1.64  -0.76
H  -4.83  -1.96  -1.57
H  -4.77  -0.84  -0.20
H  -5.02  1.39  -3.07
H  -6.01  0.33  -2.07
H  -5.40  -0.26  -3.62
C  0.14  -1.10  -3.15
C  -0.40  -2.30  -2.42
O  -0.03  -2.29  -1.02
C  -0.47  -3.56  -0.45
C  -0.02  -3.72  0.97
H  -0.19  -1.14  -4.19
H  1.23  -1.11  -3.16
H  -0.23  -0.16  -2.73
H  0.01  -3.21  -2.87
H  -1.49  -2.36  -2.49
H  -0.05  -4.35  -1.07
H  -1.56  -3.61  -0.54
H  1.06  -3.67  1.06
H  -0.34  -4.70  1.32
H  -0.49  -2.98  1.62

Values from the calculation:
DFT total energy = -133228.241 eV
Charge = +3
HOMO level = -16.3889 eV
Relative energy (zero: lowest compared OMol25 entry of this formula, charge and spin) = 0.0000 eV

---

2.
This record from the OMol25 dataset describes a molecular structure, C31H42Cl2NO2P3V in a non-equilibrium geometry. The level of theory is the ωB97M-V functional and the def2-TZVPD basis.

CARTESIAN COORDINATES (ANGSTROEM)
P  1.63  1.41  -2.78
C  3.37  1.36  -2.40
C  4.28  0.81  -3.33
H  3.91  0.10  -4.07
C  5.61  1.21  -3.29
H  6.30  0.89  -4.08
C  6.08  2.00  -2.25
H  7.12  2.33  -2.23
C  5.23  2.34  -1.19
H  5.62  2.87  -0.33
C  3.87  2.02  -1.24
H  3.18  2.29  -0.44
C  0.71  -0.09  -2.99
C  1.29  -1.33  -2.60
H  2.23  -1.33  -2.05
C  0.65  -2.52  -2.94
H  1.09  -3.47  -2.63
C  -0.53  -2.51  -3.69
H  -0.97  -3.45  -4.02
C  -1.14  -1.29  -4.00
H  -2.08  -1.30  -4.54
C  -0.56  -0.09  -3.62
H  -1.06  0.86  -3.83
C  0.68  2.87  -2.57
C  0.64  3.79  -3.66
H  1.33  3.61  -4.48
C  -0.27  4.83  -3.65
H  -0.35  5.51  -4.50
C  -1.10  5.02  -2.54
H  -1.81  5.86  -2.53
C  -1.02  4.17  -1.43
H  -1.64  4.34  -0.56
C  -0.13  3.10  -1.43
H  -0.02  2.46  -0.56
V  0.22  -0.73  2.93
C  -1.48  -1.89  2.31
C  -2.14  -1.51  1.20
H  -1.91  -2.65  2.98
C  -1.45  -0.45  0.35
O  -2.39  0.63  0.11
H  -1.95  1.36  -0.38
C  -0.29  -0.01  1.12
H  -1.11  -0.90  -0.60
C  0.27  0.79  1.99
Cl  -0.89  -0.53  4.81
Cl  2.35  -0.09  3.73
P  1.29  -2.66  2.09
C  2.08  -3.21  3.66
H  1.33  -3.27  4.46
H  2.84  -2.48  3.96
H  2.55  -4.19  3.51
C  0.48  -4.19  1.54
H  0.14  -4.07  0.51
H  -0.38  -4.41  2.18
H  1.18  -5.04  1.59
C  2.66  -2.49  0.90
H  3.01  -1.45  0.89
H  2.31  -2.78  -0.10
H  3.49  -3.16  1.20
P  -3.74  -2.22  0.68
C  -4.21  -3.30  2.03
C  -3.51  -3.11  -0.84
H  -4.14  -2.78  2.99
H  -3.55  -4.18  2.06
H  -5.23  -3.66  1.90
H  -3.01  -2.47  -1.58
H  -4.49  -3.42  -1.24
H  -2.90  -4.01  -0.65
C  -4.99  -0.95  0.49
H  -5.23  -0.50  1.46
H  -5.90  -1.38  0.05
H  -4.61  -0.16  -0.17
H  0.73  1.74  1.97
C  -0.11  3.17  4.56
C  -1.12  3.31  3.46
N  -2.30  3.90  3.80
O  -0.99  2.96  2.27
H  -0.54  2.58  5.39
H  0.15  4.17  4.94
H  0.79  2.66  4.22
H  -2.96  4.05  3.05
H  -2.45  4.31  4.70

Values from the calculation:
Multiplicity = 2
DFT total energy = -116997.534 eV
Charge = +2
HOMO level (spin up / spin down) = -13.3863 / -13.4186 eV
<S²> = 0.77

---

3.
This record from the OMol25 dataset describes a molecular structure, C31H42GeNO3PtTe in a non-equilibrium geometry. The level of theory is the ωB97M-V functional and the def2-TZVPD basis.

CARTESIAN COORDINATES (ANGSTROEM)
Pt  -0.33  -2.33  0.23
C  -3.81  -0.08  3.48
Ge  -2.16  -1.12  3.07
C  -1.31  2.16  7.50
C  -1.93  -2.36  4.69
C  -2.10  -2.14  1.41
H  -4.38  -0.51  4.32
H  -4.38  -0.11  2.56
H  -3.57  0.98  3.68
H  -0.63  2.61  8.26
H  -1.42  0.95  7.73
H  -1.43  3.07  6.94
H  -2.30  -1.72  5.50
H  -0.84  -2.63  4.78
H  -2.53  -3.29  4.61
H  -2.85  -1.37  0.66
H  -2.85  -3.02  1.43
H  -1.07  -3.50  -0.22
C  0.52  -5.35  -1.05
C  1.46  -4.14  -1.21
O  2.65  -4.34  -0.96
O  1.00  -2.95  -1.45
H  -0.33  -5.41  -1.72
H  0.16  -5.27  -0.02
H  1.09  -6.28  -1.14
C  -4.22  5.27  1.40
C  -3.44  5.05  0.15
C  -4.03  4.75  -1.10
C  -3.32  4.47  -2.24
C  -3.79  4.24  -3.62
C  -1.95  4.61  -2.13
Te  0.11  0.05  -1.04
N  1.19  -0.65  0.34
C  2.37  -0.31  0.98
O  3.01  0.74  0.89
C  2.99  -1.31  1.89
C  4.19  -1.00  2.59
C  4.57  -1.74  3.63
C  3.77  -2.85  4.06
C  2.58  -3.15  3.38
C  2.35  -2.47  2.15
C  1.21  -0.68  -2.73
C  2.56  -0.37  -2.87
C  3.16  0.92  -2.34
C  3.35  -1.20  -3.68
C  2.80  -2.07  -4.64
C  3.77  -2.72  -5.59
C  1.42  -2.21  -4.66
C  0.63  -1.48  -3.75
C  -0.86  -1.55  -3.91
C  -1.26  5.01  -0.97
C  0.26  4.97  -1.01
C  -2.05  5.20  0.17
H  -5.02  4.56  1.47
H  -4.66  6.30  1.47
H  -3.55  5.22  2.25
H  -5.13  4.89  -1.18
H  -3.18  3.34  -4.13
H  -3.42  5.06  -4.27
H  -4.95  4.17  -3.63
H  4.87  -0.23  2.20
H  5.52  -1.52  4.10
H  4.14  -3.47  4.89
H  1.79  -3.80  3.83
H  1.66  -2.90  1.43
H  2.44  1.78  -2.59
H  4.12  1.15  -2.80
H  3.28  0.96  -1.24
H  4.42  -1.09  -3.57
H  4.77  -2.78  -5.12
H  3.88  -2.08  -6.49
H  3.52  -3.73  -5.91
H  0.92  -2.83  -5.40
H  -1.14  -2.11  -4.80
H  -1.35  -0.54  -3.98
H  -1.36  -2.05  -3.03
H  0.69  4.90  0.01
H  0.68  5.85  -1.49
H  0.57  4.07  -1.55
H  -1.54  5.52  1.09

Values from the calculation:
Multiplicity = 4
DFT total energy = -107506.454 eV
Charge = -2
HOMO level (spin up / spin down) = -0.1915 / -0.1678 eV
Relative energy (zero: lowest compared OMol25 entry of this formula, charge and spin) = 0.0000 eV
<S²> = 3.77